The following is a DFT calculation (ωB97M-V/def2-TZVPD) of a cluster of 6 separate species, H12O6 in total.

Calculated values
E_HOMO (spin up / spin down) ... -15.79 / -15.79 eV
Energy ... -12470.1101 eV
Total charge ... +1
ΔE to the lowest compared entry with this formula, charge and spin ... 0.096 eV
LUMO energy (spin up / spin down) ... -0.12039 / -0.37350 Ha
Gap between HOMO and LUMO (spin up / spin down) ... 12.5 / 5.6 eV
Multiplicity ... 2
Maximum force ... 1.1 eV/Å

Atoms and positions in Å:
O1 -1.305 0.799 -0.878
H1 -1.319 -0.132 -0.434
H2 -0.435 0.809 -1.484
O2 1.833 -1.773 -1.487
H3 1.688 -2.688 -1.748
H4 1.262 -1.641 -0.724
O3 0.995 0.748 -2.156
H5 1.448 -0.135 -2.039
H6 0.740 0.683 -3.090
O4 -0.860 -1.304 0.707
H7 -0.436 -0.967 1.567
H8 -1.623 -1.790 1.045
O5 0.126 -0.266 2.931
H9 1.090 -0.249 2.869
H10 -0.100 0.653 2.726
O6 -0.725 2.427 0.937
H11 -0.877 1.850 0.139
H12 -1.502 2.977 1.122

The following is a DFT calculation (ωB97M-V/def2-TZVPD) of a structure of composition C53H53FN7O3P3ReS.

Calculated values
E_HOMO (spin up / spin down) ... -12.02 / -12.00 eV
Energy ... -115925.5073 eV
Total charge ... +2
LUMO energy (spin up / spin down) ... -0.23603 / -0.23383 Ha
Gap between HOMO and LUMO (spin up / spin down) ... 5.6 / 5.6 eV
Multiplicity ... 2
Maximum force ... 2.0 eV/Å

Atoms and positions in Å:
Re1 0.121 0.308 0.843
C1 -3.469 0.751 -3.984
N1 -2.580 0.036 -3.112
C2 -1.930 -1.118 -3.394
C3 -1.145 -1.398 -2.307
N2 -1.307 -0.436 -1.371
C4 -2.169 0.431 -1.882
P1 -3.043 1.764 -1.025
C5 -2.936 0.989 0.638
N3 -1.946 0.403 1.321
C6 -2.504 -0.166 2.417
C7 -3.851 0.058 2.400
N4 -4.109 0.773 1.279
C8 -5.398 1.263 0.869
C9 -0.404 2.593 0.783
N5 0.868 2.315 1.193
C10 1.849 3.123 0.752
C11 1.512 4.281 0.087
N6 0.302 4.402 -0.510
C12 -0.164 5.720 -0.883
H1 -4.173 0.061 -4.448
H2 -2.902 1.264 -4.764
H3 -4.021 1.492 -3.404
H4 -2.078 -1.646 -4.312
H5 -0.500 -2.241 -2.157
H6 -1.903 -0.674 3.144
H7 -4.605 -0.238 3.099
H8 -6.143 0.965 1.604
H9 -5.677 0.853 -0.105
H10 -5.372 2.352 0.798
H11 2.853 2.942 1.096
H12 2.172 5.129 0.044
H13 0.663 6.304 -1.293
H14 -0.553 6.252 -0.010
H15 -0.957 5.664 -1.625
C13 6.442 4.853 -1.979
S1 6.260 3.139 -2.546
C14 4.936 3.312 -3.798
C15 3.711 2.491 -3.427
C16 3.097 3.021 -2.128
N7 2.198 2.114 -1.481
P2 0.639 1.847 -1.744
C17 0.328 2.499 -3.447
C18 0.236 1.531 -4.444
C19 0.251 1.889 -5.780
C20 0.380 3.221 -6.138
C21 0.464 4.192 -5.153
C22 0.433 3.836 -3.815
C23 -0.455 3.188 -0.602
C24 -1.860 3.258 -1.174
C25 -2.693 4.375 -0.631
C26 -2.899 4.605 0.673
C27 -2.339 3.890 1.786
C28 -1.309 3.017 1.832
P3 2.252 -0.590 -0.001
C29 3.376 -0.563 -1.417
C30 4.732 -0.330 -1.240
C31 5.605 -0.547 -2.294
C32 5.123 -0.999 -3.512
C33 3.758 -1.168 -3.706
C34 2.880 -0.939 -2.662
C35 3.195 -1.032 1.498
C36 3.116 -2.253 2.036
C37 3.222 -2.471 3.498
C38 4.075 -1.481 4.301
C39 4.226 -0.081 3.679
C40 3.509 0.165 2.339
H16 7.223 4.860 -1.225
H17 5.506 5.195 -1.546
H18 6.738 5.485 -2.812
H19 5.353 2.957 -4.739
H20 4.695 4.370 -3.882
H21 3.995 1.451 -3.287
H22 2.983 2.538 -4.237
H23 2.635 3.993 -2.343
H24 3.925 3.165 -1.421
H25 0.168 0.489 -4.163
H26 0.170 1.128 -6.542
H27 0.423 3.501 -7.179
H28 0.556 5.233 -5.423
H29 0.503 4.608 -3.067
H30 -1.788 3.348 -2.269
H31 -3.208 4.983 -1.360
H32 -3.564 5.415 0.942
H33 -2.783 4.144 2.738
H34 -1.032 2.621 2.803
H35 5.102 -0.005 -0.279
H36 6.661 -0.379 -2.158
H37 5.809 -1.223 -4.314
H38 3.385 -1.488 -4.666
H39 1.815 -1.068 -2.802
H40 2.841 -3.116 1.446
H41 3.441 -3.509 3.745
H42 4.947 -1.890 4.801
H43 5.203 0.378 3.791
H44 3.974 0.945 1.733
F1 2.675 -1.055 6.397
C41 2.816 -0.992 5.046
C42 2.983 0.404 4.450
C43 2.245 0.660 3.119
C44 1.042 -0.161 2.773
C45 0.881 -1.346 3.369
C46 1.921 -1.955 4.258
H45 3.008 1.217 5.168
H46 2.052 1.723 2.996
H47 0.026 -1.981 3.171
H48 1.500 -2.727 4.901
O1 -1.882 -3.920 0.826
C47 -0.864 -4.606 0.304
C48 -1.013 -5.984 0.142
C49 -0.022 -6.740 -0.442
C50 1.176 -6.149 -0.856
C51 1.366 -4.803 -0.678
C52 0.353 -4.006 -0.102
C53 0.561 -2.595 0.086
O2 1.694 -2.106 -0.418
O3 -0.253 -1.858 0.673
H49 -1.655 -2.975 0.913
H50 -1.933 -6.426 0.487
H51 -0.177 -7.798 -0.577
H52 1.944 -6.754 -1.309
H53 2.292 -4.327 -0.964

The following is a DFT calculation (ωB97M-V/def2-TZVPD) of a cluster of 6 separate species, C29H68BrO16PS2 in total.

Calculated values
E_HOMO ... -9.10 eV
Energy ... -164923.7497 eV
Structure (SMILES) ... CCC[C@]1(CCOCC)OS(=O)(=O)O[C@@]1(S)P(O)Br.COCCOC.COCCOC.COCCOC.COCCOC.COCCOC
LUMO energy ... -0.02047 Ha
Gap between HOMO and LUMO ... 8.5 eV
Maximum force ... 6.5 eV/Å

Atoms and positions in Å:
C1 1.874 -0.014 1.030
C2 3.130 -0.719 0.181
C3 4.254 0.388 -0.266
C4 5.825 -0.118 -0.020
C5 6.071 -0.441 1.567
C6 7.577 -0.964 1.949
O1 8.138 -0.198 3.110
C7 7.429 -0.584 4.355
C8 6.855 0.841 5.002
O2 6.538 1.195 -0.161
S1 8.103 1.130 -0.836
O3 9.304 1.271 0.174
O4 8.504 2.095 -1.978
O5 7.915 -0.479 -1.465
C9 6.548 -1.028 -1.176
S2 5.793 -0.937 -2.929
P1 6.868 -2.888 -0.888
O6 6.599 -3.626 -2.477
Br1 5.388 -3.831 0.553
H1 0.847 -0.209 0.455
H2 2.053 1.129 1.231
H3 1.721 -0.524 2.097
H4 3.523 -1.581 0.867
H5 2.709 -1.242 -0.799
H6 4.103 1.333 0.440
H7 4.052 0.753 -1.360
H8 5.310 -1.188 2.050
H9 5.919 0.593 2.143
H10 8.321 -1.048 1.050
H11 7.446 -2.075 2.366
H12 6.518 -1.302 4.183
H13 8.165 -1.145 5.099
H14 7.131 1.747 4.277
H15 5.676 0.844 5.103
H16 7.366 1.097 6.035
H17 5.875 0.464 -3.214
H18 7.278 -4.378 -2.523
C10 0.675 -3.128 3.823
O7 1.799 -2.448 4.371
C11 1.436 -1.585 5.454
C12 1.798 -2.208 6.805
O8 0.983 -3.352 7.082
C13 1.681 -4.574 6.872
H19 1.039 -3.891 3.132
H20 0.078 -3.615 4.599
H21 0.051 -2.420 3.266
H22 0.369 -1.329 5.411
H23 2.009 -0.659 5.329
H24 1.596 -1.477 7.594
H25 2.862 -2.465 6.847
H26 2.428 -4.715 7.658
H27 2.165 -4.599 5.891
H28 0.959 -5.395 6.927
C14 2.481 4.491 -6.097
O9 1.697 4.185 -4.949
C15 1.454 2.781 -4.817
C16 2.351 2.163 -3.740
O10 3.724 2.166 -4.144
C17 4.472 3.191 -3.500
H29 2.775 5.542 -6.042
H30 3.385 3.878 -6.146
H31 1.883 4.342 -7.003
H32 1.584 2.267 -5.779
H33 0.408 2.666 -4.513
H34 2.063 1.115 -3.603
H35 2.222 2.676 -2.780
H36 4.616 2.939 -2.445
H37 3.980 4.164 -3.586
H38 5.453 3.251 -3.980
C18 -2.036 -0.024 1.915
O11 -1.073 1.024 1.918
C19 -1.444 2.105 1.057
C20 -1.987 3.291 1.859
O12 -3.246 2.976 2.462
C21 -3.124 2.706 3.854
H39 -1.784 -0.724 2.714
H40 -3.047 0.354 2.088
H41 -1.999 -0.556 0.958
H42 -2.171 1.775 0.303
H43 -0.536 2.421 0.532
H44 -2.163 4.127 1.174
H45 -1.262 3.620 2.613
H46 -2.915 3.633 4.395
H47 -2.339 1.972 4.055
H48 -4.078 2.303 4.209
C22 -6.842 -2.693 -1.508
O13 -6.918 -1.278 -1.374
C23 -6.615 -0.841 -0.045
C24 -5.200 -0.263 0.039
O14 -4.212 -1.281 -0.147
C25 -3.635 -1.241 -1.447
H49 -6.908 -2.941 -2.570
H50 -5.901 -3.087 -1.115
H51 -7.685 -3.159 -0.987
H52 -6.750 -1.658 0.677
H53 -7.333 -0.053 0.202
H54 -5.048 0.148 1.043
H55 -5.065 0.551 -0.682
H56 -2.983 -0.368 -1.537
H57 -4.400 -1.217 -2.227
H58 -3.029 -2.143 -1.580
C26 -9.179 0.185 -2.916
O15 -9.167 1.130 -3.980
C27 -8.682 0.566 -5.202
C28 -9.832 0.260 -6.166
O16 -10.649 -0.808 -5.676
C29 -11.873 -0.339 -5.121
H59 -9.718 0.623 -2.073
H60 -9.678 -0.744 -3.205
H61 -8.152 -0.030 -2.601
H62 -8.082 -0.333 -5.008
H63 -8.027 1.314 -5.661
H64 -9.411 -0.074 -7.120
H65 -10.432 1.157 -6.358
H66 -12.532 0.013 -5.921
H67 -11.707 0.463 -4.396
H68 -12.360 -1.176 -4.612

The following is a DFT calculation (ωB97M-V/def2-TZVPD) of the ion C28H33N4O4S2 with charge +1.

Calculated values
E_HOMO ... -10.30 eV
Energy ... -65386.6828 eV
Total charge ... +1
Structure (SMILES) ... CCOc1cccc2sc(N(CCC[NH+](C)C)C(=O)c3ccc(S(=O)(=O)N(C)c4ccccc4)cc3)nc12
ΔE to the lowest compared entry with this formula, charge and spin ... 0.597 eV
LUMO energy ... -0.09450 Ha
Gap between HOMO and LUMO ... 7.7 eV
Maximum force ... 1.4 eV/Å

Atoms and positions in Å:
C1 2.925 -2.220 0.531
C2 2.650 -0.941 -0.242
H1 1.623 -0.602 -0.069
H2 2.787 -1.090 -1.321
O1 3.566 0.041 0.212
C3 3.467 1.310 -0.193
C4 4.451 2.185 0.274
C5 4.470 3.525 -0.064
C6 3.499 4.073 -0.889
C7 2.517 3.226 -1.352
C8 2.471 1.845 -1.032
N1 1.423 1.176 -1.595
C9 0.677 1.941 -2.291
N2 -0.485 1.531 -2.936
C10 -1.348 0.646 -2.388
O2 -2.320 0.229 -3.033
C11 -1.119 0.218 -0.990
C12 -1.107 -1.143 -0.696
C13 -0.887 -1.565 0.604
C14 -0.705 -0.626 1.601
C15 -0.766 0.728 1.328
C16 -0.978 1.157 0.031
H3 -1.032 2.214 -0.185
H4 -0.644 1.425 2.142
S1 -0.256 -1.141 3.273
O3 1.121 -1.521 3.225
O4 -0.653 -0.089 4.159
N3 -1.235 -2.480 3.477
C17 -0.674 -3.704 3.898
C18 0.361 -4.253 3.148
C19 0.924 -5.460 3.522
C20 0.450 -6.142 4.630
C21 -0.587 -5.602 5.369
C22 -1.146 -4.387 5.014
H5 -1.944 -3.973 5.611
H6 -0.962 -6.123 6.237
H7 0.887 -7.085 4.916
H8 1.733 -5.871 2.938
H9 0.737 -3.721 2.290
C23 -2.568 -2.114 3.902
H10 -3.228 -2.973 3.793
H11 -2.909 -1.312 3.248
H12 -2.594 -1.749 4.931
H13 -0.855 -2.614 0.850
H14 -1.245 -1.859 -1.491
C24 -0.710 2.002 -4.296
H15 0.242 2.378 -4.669
H16 -0.989 1.134 -4.903
C25 -1.790 3.100 -4.381
C26 -2.967 2.704 -5.270
N4 -3.782 1.626 -4.662
C27 -4.409 0.761 -5.670
H17 -5.079 1.341 -6.305
H18 -4.979 -0.022 -5.176
H19 -3.647 0.293 -6.290
C28 -4.795 2.160 -3.741
H20 -4.333 2.824 -3.014
H21 -5.271 1.342 -3.204
H22 -5.554 2.714 -4.293
H23 -3.120 1.011 -4.059
H24 -2.583 2.355 -6.231
H25 -3.607 3.569 -5.457
H26 -1.351 4.010 -4.788
H27 -2.137 3.342 -3.375
S2 1.172 3.638 -2.380
H28 3.506 5.117 -1.155
H29 5.253 4.157 0.321
H30 5.209 1.772 0.920
H31 2.324 -3.028 0.124
H32 3.976 -2.483 0.449
H33 2.677 -2.077 1.580